This record from the OMol25 dataset describes a 9-piece molecular cluster, C40H95F6N12O17P3S2 overall in a non-equilibrium geometry. The level of theory is wB97M-V/def2-TZVPD.

Geometry as XYZ:
```
175
C40H95F6N12O17P3S2 wB97M-V/def2-TZVPD
C -0.89897 -1.72089 1.92735
C -0.72165 -0.24551 1.66135
C 0.27127 0.04044 0.56452
O 0.35648 1.45054 0.40534
C 1.49466 1.76085 -0.36247
N -2.03776 0.29466 1.13245
H -1.87910 1.25914 0.82748
H -2.30992 -0.13501 0.23998
H -2.75412 0.22380 1.88772
H -1.68331 -2.03634 2.61789
H 0.02518 -2.09885 2.36936
H -1.07216 -2.24925 0.98754
H -0.53544 0.30117 2.58431
H -0.07309 -0.39093 -0.38388
H 1.25558 -0.39310 0.75312
H 1.63046 2.82064 -0.60097
H 1.30118 1.41841 -1.38787
H 2.49230 1.44119 -0.04960
C -2.52799 0.10416 5.74960
F -1.34291 -0.24315 5.24813
F -2.61631 -0.37606 6.98392
F -2.66502 1.41827 5.78664
S -3.92960 -0.67507 4.70939
O -3.51853 -2.02122 4.44225
O -5.12693 -0.57417 5.49021
N -3.81381 0.24652 3.26304
S -5.18878 1.02871 3.26736
O -6.30983 0.26508 2.75764
O -5.38498 1.88560 4.42238
C -4.84870 2.32093 1.90281
F -5.92981 3.02258 1.63386
F -3.84298 3.10978 2.31246
F -4.42415 1.75632 0.74390
N 0.77252 5.24817 -0.55424
C 1.81012 5.53669 -1.40909
C 1.51806 4.94864 -2.60178
C 0.25673 4.30995 -2.51211
C -0.18246 4.55108 -1.22178
H 0.74728 5.47875 0.43098
H 2.63018 6.20412 -1.20644
H 2.10096 5.01498 -3.50875
H -0.33156 3.76097 -3.22699
H -1.11130 4.34967 -0.71207
O -2.99073 -0.74673 -1.40088
P -3.30823 -0.88489 -2.84133
N -3.09426 0.48973 -3.75648
C -3.38437 0.47828 -5.18552
C -2.06303 1.46624 -3.30885
N -4.96731 -1.18994 -3.02302
C -6.00186 -0.54609 -2.22292
C -5.56199 -1.91962 -4.13335
N -2.60703 -2.13881 -3.71353
C -1.22664 -1.89541 -4.17190
C -2.74418 -3.49349 -3.13809
H -3.46737 -0.55266 -5.53550
H -2.66331 1.07653 -5.73712
H -4.38440 0.87332 -5.39738
H -2.35304 2.45658 -3.65268
H -1.10068 1.18547 -3.74160
H -2.03177 1.43311 -2.22370
H -6.50546 -1.25580 -1.56618
H -5.61219 0.26513 -1.60620
H -6.72948 -0.09994 -2.90448
H -6.11546 -1.29191 -4.84095
H -4.74962 -2.32174 -4.74419
H -6.20311 -2.73950 -3.80558
H -0.63017 -1.32769 -3.45286
H -0.68759 -2.79702 -4.45127
H -1.23433 -1.30832 -5.09674
H -3.75732 -3.86551 -3.29788
H -2.55325 -3.39477 -2.06670
H -2.03331 -4.18827 -3.56832
O 0.57853 5.11552 2.32418
P 0.03424 4.52367 3.56669
N 0.49989 2.93491 3.83928
C -0.09629 2.07901 4.87792
C 1.40619 2.26769 2.90770
N -1.63204 4.53870 3.57098
C -2.31198 4.60557 2.27715
C -2.50215 4.30104 4.72761
N 0.47911 5.25662 5.01620
C -0.18423 6.51733 5.35106
C 1.87540 5.12271 5.44616
H -0.95904 1.60414 4.41023
H -0.37270 2.68004 5.74288
H 0.62364 1.35090 5.24898
H 2.44227 2.59752 3.05532
H 1.17303 2.49857 1.86789
H 1.40373 1.18873 3.05923
H -2.02735 3.80474 1.58965
H -3.38827 4.50041 2.40399
H -2.11256 5.56607 1.80010
H -2.85125 3.26492 4.77634
H -1.92351 4.50113 5.62621
H -3.38515 4.92683 4.60611
H -0.53217 7.06446 4.47416
H -1.03891 6.38450 6.02266
H 0.46569 7.16996 5.93480
H 2.54136 5.25688 4.58682
H 2.07714 4.12963 5.84869
H 2.09105 5.89687 6.17523
O 3.46701 1.07675 -2.83855
P 4.88296 1.41577 -2.66047
N 5.84965 0.62904 -3.78319
C 5.34116 -0.55414 -4.49018
C 7.25013 0.88845 -3.96458
N 5.48977 1.01182 -1.14928
C 5.03342 -0.15523 -0.40779
C 6.81649 1.45693 -0.70581
N 5.24654 3.03334 -2.82760
C 4.90329 3.95576 -1.74163
C 5.08582 3.59317 -4.16600
H 5.61547 -0.46389 -5.54394
H 4.25808 -0.56054 -4.41478
H 5.83640 -1.42078 -4.04452
H 7.51802 0.94528 -5.02294
H 7.82948 0.09992 -3.46071
H 7.58037 1.80924 -3.48310
H 4.27511 -0.71232 -0.95572
H 5.88990 -0.82761 -0.27224
H 4.70581 0.10270 0.60268
H 7.05912 2.35356 -1.26996
H 6.91902 1.51754 0.37763
H 7.60315 0.73092 -0.95751
H 5.39167 3.69307 -0.80628
H 5.15867 4.98153 -2.00976
H 3.82190 4.00235 -1.59167
H 4.03401 3.60920 -4.46637
H 5.66550 3.05211 -4.91355
H 5.46470 4.61580 -4.18948
C -3.25342 -7.18125 -1.57700
C -2.81365 -6.43412 -0.33280
O -3.11830 -5.05132 -0.40080
C -3.89618 -4.44622 0.47674
O -4.24158 -4.92822 1.53047
O -4.31435 -3.29506 -0.02530
C -5.22536 -2.53347 0.76520
H -2.86458 -6.77516 -2.51010
H -4.31894 -7.39681 -1.65210
H -2.79930 -8.17580 -1.50252
H -1.73652 -6.57668 -0.22932
H -3.28674 -6.80042 0.58114
H -6.09635 -2.23781 0.19519
H -4.69358 -1.67227 1.16938
H -5.56602 -3.00278 1.68832
C 0.80322 -3.00240 -1.43392
C 0.54669 -4.45797 -1.04560
O 1.28698 -5.31725 -1.91447
C 0.79308 -5.87376 -2.99864
O -0.33116 -5.70652 -3.43653
O 1.67264 -6.72597 -3.49149
C 1.36335 -7.38858 -4.69974
H 0.11101 -2.32202 -0.93635
H 0.43817 -2.93735 -2.45991
H 1.82656 -2.66092 -1.31619
H -0.52708 -4.63375 -1.09466
H 0.90897 -4.61077 -0.03116
H 0.29854 -7.52794 -4.88115
H 1.77211 -8.39687 -4.73597
H 1.78996 -6.81804 -5.52524
C 3.56851 -4.58037 1.09585
C 4.54845 -3.70375 1.85185
O 4.14243 -3.33335 3.16450
C 3.11055 -2.54152 3.34620
O 2.42053 -2.08394 2.46517
O 3.03141 -2.23519 4.63258
C 2.02135 -1.35484 5.08283
H 3.24792 -5.47605 1.63465
H 4.09358 -5.06063 0.26358
H 2.71110 -4.04358 0.70582
H 4.69580 -2.79352 1.26482
H 5.52448 -4.16258 1.97975
H 2.18096 -0.29877 4.85991
H 1.90177 -1.59099 6.13493
H 1.06637 -1.56079 4.58534
```

E_tot   -161552.6704 eV
Maximum force   4.8 eV/A
Relative energy (zero: lowest compared OMol25 entry of this formula, charge and spin)   0.000 eV

This record from the OMol25 dataset describes a 4-piece molecular cluster, C40H98Br2IN10O12P5 overall in a non-equilibrium geometry. The level of theory is wB97M-V/def2-TZVPD.

Geometry as XYZ:
```
168
C40H98Br2IN10O12P5 wB97M-V/def2-TZVPD
C 9.30913 -5.83485 -5.18636
C 9.54730 -7.26366 -5.64961
O 8.61900 -7.72746 -6.65584
P 7.08469 -7.84537 -6.21300
O 6.94667 -8.04790 -4.76043
C 6.26494 -6.40867 -6.89124
C 4.71765 -6.46847 -6.80453
C 4.06714 -5.09077 -6.51640
C 3.26465 -4.92439 -5.21054
O 2.11241 -5.73274 -5.09008
C 1.48142 -6.22289 -6.25387
O 0.45520 -7.06202 -5.77901
C 0.86215 -5.14096 -7.16823
C -0.63467 -4.88452 -6.93867
C -1.02356 -3.57412 -7.64002
I -3.10675 -3.62909 -8.16329
C 2.95346 -3.38494 -5.07111
C 1.55449 -3.06420 -4.51565
C 1.33508 -3.25509 -3.00692
C 0.66496 -4.57296 -2.63378
Br 0.02232 -1.86291 -2.45123
O 3.95064 -2.73894 -4.29344
C 4.57643 -1.58523 -4.86400
C 5.64357 -1.94558 -5.92576
C 5.19577 -1.99737 -7.36232
O 5.93521 -2.35560 -8.22307
C 3.65878 -0.47691 -5.37830
C 3.08628 0.48552 -4.31703
C 3.16900 0.03692 -2.85739
Br 1.24076 0.97426 -4.78022
P 4.34520 -5.46508 -3.79250
N 3.87876 -4.91802 -2.40859
O 5.82931 -4.94740 -4.07827
O 4.31722 -7.05435 -3.82689
O 6.51424 -9.01476 -7.12588
C 6.67927 -10.34193 -6.57355
C 5.40915 -10.74670 -5.83477
H 8.68737 -5.81217 -4.29339
H 8.90165 -5.22236 -5.98932
H 10.26863 -5.38923 -4.91715
H 10.52623 -7.31156 -6.12598
H 9.56575 -7.97269 -4.82456
H 6.68068 -5.50191 -6.45872
H 6.54094 -6.39396 -7.94913
H 4.40050 -6.74828 -7.81030
H 4.36588 -7.26866 -6.15579
H 4.88546 -4.37834 -6.45295
H 3.49444 -4.78140 -7.39228
H 2.10176 -6.88613 -6.86228
H 0.31514 -6.85437 -4.84725
H 1.39818 -4.19123 -7.14790
H 0.95433 -5.51499 -8.19252
H -0.86113 -4.78440 -5.87869
H -1.19932 -5.69254 -7.39235
H -0.94760 -2.74374 -6.94394
H -0.45128 -3.40289 -8.54574
H 2.94489 -3.01590 -6.10280
H 0.76645 -3.61846 -5.01900
H 1.36753 -2.01121 -4.73399
H 2.21821 -3.06396 -2.41019
H 0.20455 -4.49489 -1.65272
H -0.14776 -4.74482 -3.34721
H 1.35770 -5.40483 -2.71225
H 5.15270 -1.14669 -4.04724
H 6.41181 -1.17126 -5.85425
H 6.12421 -2.89240 -5.68143
H 4.17663 -1.69804 -7.64961
H 2.83851 -0.84150 -5.99555
H 4.26209 0.13587 -6.05411
H 3.62359 1.42698 -4.38845
H 4.06060 0.47233 -2.40271
H 3.18387 -1.04242 -2.72640
H 2.33365 0.42003 -2.27597
H 3.61604 -5.64531 -1.75636
H 5.84798 -4.01064 -3.83386
H 4.56814 -7.36670 -2.94707
H 6.86892 -11.03824 -7.38876
H 7.54466 -10.38402 -5.91256
H 5.26653 -11.82524 -5.83461
H 5.46240 -10.37897 -4.81104
H 4.56708 -10.24963 -6.31586
C 2.71283 5.93527 -0.31601
N 2.45845 4.55320 -0.66772
C 2.10390 4.38755 -2.07259
P 1.85478 3.33479 0.37314
O 2.33141 2.08439 -0.27592
N 2.71831 3.29051 1.84724
C 3.38792 4.43904 2.42242
C 3.45874 2.06898 2.13936
N 0.56548 4.23189 1.07229
C -0.09407 3.55633 2.21676
C -0.51093 4.53529 0.09788
H 1.80516 6.53042 -0.13740
H 3.25770 6.41370 -1.13188
H 3.35372 6.02526 0.55440
H 1.06097 4.65621 -2.28877
H 2.24194 3.35082 -2.37523
H 2.74363 4.99573 -2.71405
H 4.32864 4.67223 1.90625
H 3.62623 4.24114 3.47097
H 2.74452 5.31852 2.42543
H 4.40817 2.01504 1.59224
H 2.87492 1.18691 1.89554
H 3.67709 2.02662 3.20909
H -0.50752 2.58301 1.93576
H -0.90306 4.18027 2.59796
H 0.59303 3.40696 3.04275
H -0.89608 3.63865 -0.39643
H -0.16177 5.22797 -0.66643
H -1.33757 5.02708 0.60792
C -4.40058 3.07125 4.15011
N -3.47952 2.09824 4.70320
C -3.30076 0.94305 3.83006
P -3.19855 1.81010 6.36733
O -1.84245 1.20345 6.37390
N -2.91665 3.26831 7.21312
C -3.44184 4.55703 6.80039
C -1.60491 3.42680 7.82881
N -4.84151 1.75750 6.87644
C -5.02095 1.73197 8.34579
C -5.56713 0.57550 6.35172
H -5.46228 2.82115 4.29345
H -4.22976 3.14889 3.07449
H -4.23154 4.06700 4.54534
H -4.12690 0.22086 3.88526
H -2.38477 0.40924 4.08150
H -3.20251 1.25645 2.78947
H -2.89051 4.97274 5.94656
H -3.36456 5.27122 7.62367
H -4.50290 4.50236 6.55899
H -0.83348 3.70983 7.10201
H -1.28784 2.51293 8.32185
H -1.65723 4.20618 8.59289
H -4.53416 0.87145 8.81537
H -6.08599 1.69540 8.58002
H -4.63340 2.63127 8.81376
H -5.06772 -0.36709 6.59375
H -5.68260 0.63745 5.27067
H -6.57231 0.54713 6.76989
C -9.65760 5.24426 6.69756
N -8.45414 5.50241 7.46279
C -7.81421 4.27761 7.92731
P -8.13701 6.89050 8.41308
O -6.65252 6.91757 8.47374
N -8.45816 8.32679 7.54286
C -9.41994 8.41648 6.46267
C -7.32498 9.20942 7.29113
N -9.64716 6.96755 9.23527
C -9.84393 8.20537 10.02891
C -9.84658 5.83844 10.17580
H -10.54642 5.03464 7.31055
H -9.49179 4.37398 6.06006
H -9.89603 6.05835 6.02197
H -8.30331 3.84097 8.81000
H -6.77416 4.47098 8.19047
H -7.80492 3.52160 7.13979
H -9.04427 7.96645 5.53461
H -9.64457 9.46595 6.25368
H -10.37060 7.95776 6.73299
H -6.69757 8.85807 6.46318
H -6.69976 9.30845 8.17297
H -7.69350 10.20747 7.04158
H -9.07409 8.33313 10.79585
H -10.81694 8.16196 10.51856
H -9.84256 9.08333 9.39187
H -9.02945 5.74161 10.89648
H -9.94678 4.89674 9.63827
H -10.77425 5.98056 10.72740
```

E_tot   -277173.7428 eV
Maximum force   5.3 eV/A
SMILES string   CCOP(=O)(CCC[C@](O[C@@H](O)CCCI)([C@@H](C[C@H](C)Br)O[C@@H](CC=O)C[C@H](C)Br)P(=N)(O)O)OCC.CN(C)P(=O)(N(C)C)N(C)C.CN(C)P(=O)(N(C)C)N(C)C.CN(C)P(=O)(N(C)C)N(C)C

Question: Which formula does entry 2 have?
Answer: C40H98Br2IN10O12P5

Question: Look up the E_tot of the second one.
Answer: -277173.7428 eV